The following is a DFT calculation (ωB97M-V with the def2-TZVPD basis set) of a 2-piece molecular cluster, C10H16O overall.

The highest occupied orbital energy is -0.30856 Eh. The frontier orbital gap is 9.3 eV. As for the energy above the lowest of the compared OMol25 structures with the same formula, charge and spin: 136.0 kJ/mol. As for the SMILES: CCc1ccc(O)cc1.CC. Its strongest force on any atom is 2.45 eV/A. Its charge is 0.

Bonds (Å) are listed after each position.
Geometry (Å):
1 C 0.1091 2.5637 -2.2636  C2 1.520, H10 1.100, H11 1.083, H12 1.094
2 C 0.6454 1.4148 -1.4250  C1 1.520, C3 1.504, H13 1.096, H14 1.091
3 C -0.3062 0.2693 -1.2127  C2 1.504, C4 1.389, C9 1.400
4 C -0.6092 -0.2947 0.0201  C3 1.389, C5 1.422, H15 1.086
5 C -1.3310 -1.5086 0.1875  C4 1.422, C6 1.365, H16 1.080
6 C -1.8523 -2.0390 -0.9573  C5 1.365, O7 1.387, C8 1.420
7 O -2.8187 -3.0337 -0.9354  C6 1.387, H17 0.945
8 C -1.7505 -1.4042 -2.2230  C6 1.420, C9 1.362, H18 1.081
9 C -0.9014 -0.3443 -2.3217  C3 1.400, C8 1.362, H19 1.090
10 H -0.9906 2.5621 -2.2914  C1 1.100
11 H 0.4476 2.6288 -3.2902  C1 1.083
12 H 0.2729 3.5417 -1.8016  C1 1.094
13 H 1.5710 0.9437 -1.7746  C2 1.096
14 H 0.8494 1.8194 -0.4330  C2 1.091
15 H -0.3971 0.2921 0.9094  C4 1.086
16 H -1.4526 -1.8874 1.1910  C5 1.080
17 H -3.1877 -3.1363 -0.0710  O7 0.945
18 H -2.1944 -1.9731 -3.0276  C8 1.081
19 H -0.7148 0.0375 -3.3250  C9 1.090
20 C 2.2516 -0.0392 2.5021  C21 1.536, H22 1.093, H23 1.087, H24 1.090
21 C 1.3752 -0.0053 3.7626  C20 1.536, H25 1.085, H26 1.090, H27 1.086
22 H 3.1102 0.6356 2.4504  C20 1.093
23 H 2.7412 -1.0087 2.4610  C20 1.087
24 H 1.6098 0.0344 1.6244  C20 1.090
25 H 2.0289 -0.1004 4.6234  C21 1.085
26 H 0.7077 -0.8656 3.7217  C21 1.090
27 H 0.7866 0.8972 3.8994  C21 1.086

Mulliken atomic charge list, values in e, 2 entries: -1.32, -0.44

The following is a DFT calculation (ωB97M-V with the def2-TZVPD basis set) of a 2-piece molecular cluster, C10H16O overall.

The highest occupied orbital energy is -0.31000 Eh. The frontier orbital gap is 9.3 eV. As for the energy above the lowest of the compared OMol25 structures with the same formula, charge and spin: 107.1 kJ/mol. As for the SMILES: Cc1ccc(O)cc1.CCC. Its strongest force on any atom is 1.91 eV/A. Its charge is 0.

Bonds (Å) are listed after each position.
Geometry (Å):
1 C 0.1490 -2.0560 3.2648  C2 1.500, H9 1.090, H10 1.091, H11 1.096
2 C -0.5508 -1.7148 1.9830  C1 1.500, C3 1.362, C8 1.425
3 C -0.7682 -0.4742 1.4639  C2 1.362, C4 1.424, H12 1.083
4 C -1.4591 -0.2775 0.2350  C3 1.424, C5 1.369, H13 1.081
5 C -1.7386 -1.3622 -0.5522  C4 1.369, O6 1.359, C7 1.413
6 O -2.3917 -1.2196 -1.7357  C5 1.359, H14 0.954
7 C -1.4774 -2.6514 -0.0371  C5 1.413, C8 1.367, H15 1.084
8 C -0.8708 -2.8427 1.1724  C2 1.425, C7 1.367, H16 1.081
9 H -0.4752 -2.6252 3.9534  C1 1.090
10 H 0.5501 -1.2413 3.8694  C1 1.091
11 H 1.0631 -2.6260 3.0636  C1 1.096
12 H -0.5330 0.4241 2.0219  C3 1.083
13 H -1.8605 0.7107 0.0586  C4 1.081
14 H -2.6128 -2.0780 -2.0872  O6 0.954
15 H -1.8172 -3.5005 -0.6191  C7 1.084
16 H -0.7014 -3.8341 1.5682  C8 1.081
17 C 1.0703 2.6505 -2.8327  C18 1.515, H20 1.090, H21 1.105, H22 1.089
18 C 1.1276 1.9248 -1.5039  C17 1.515, C19 1.524, H23 1.091, H24 1.099
19 C 1.9838 2.6890 -0.5005  C18 1.524, H25 1.094, H26 1.091, H27 1.089
20 H 2.0677 2.9370 -3.1647  C17 1.090
21 H 0.5704 3.6204 -2.6572  C17 1.105
22 H 0.4315 2.2692 -3.6281  C17 1.089
23 H 0.1427 1.7107 -1.0854  C18 1.091
24 H 1.5405 0.9083 -1.5658  C18 1.099
25 H 1.4997 3.6425 -0.2701  C19 1.094
26 H 2.0640 2.1273 0.4318  C19 1.091
27 H 2.9966 2.8890 -0.8463  C19 1.089

Mulliken atomic charge list, values in e, 2 entries: -1.50, 0.66

The following is a DFT calculation (ωB97M-V with the def2-TZVPD basis set) of a 2-piece molecular cluster, C10H16O overall.

The highest occupied orbital energy is -0.30841 Eh. The frontier orbital gap is 9.2 eV. As for the energy above the lowest of the compared OMol25 structures with the same formula, charge and spin: 195.8 kJ/mol. As for the SMILES: Cc1ccc(O)cc1.CCC. Its strongest force on any atom is 3.71 eV/A. Its charge is 0.

Bonds (Å) are listed after each position.
Geometry (Å):
1 C 0.5991 2.5182 1.4404  C2 1.482, H9 1.097, H10 1.100, H11 1.084
2 C 1.1336 1.3641 0.6803  C1 1.482, C3 1.383, C8 1.439
3 C 0.6821 1.0047 -0.5765  C2 1.383, C4 1.382, H12 1.088
4 C 1.1508 -0.0627 -1.3179  C3 1.382, C5 1.378, H13 1.092
5 C 1.9286 -1.0337 -0.7246  C4 1.378, O6 1.365, C7 1.427
6 O 2.3139 -2.2373 -1.2402  C5 1.365, H14 0.963
7 C 2.2573 -0.8433 0.6510  C5 1.427, C8 1.363, H15 1.083
8 C 1.8509 0.2828 1.3026  C2 1.439, C7 1.363, H16 1.095
9 H -0.0383 3.1073 0.7692  C1 1.097
10 H 1.3408 3.2443 1.8057  C1 1.100
11 H 0.1981 2.0959 2.3552  C1 1.084
12 H 0.2851 1.8928 -1.0632  C3 1.088
13 H 1.1132 -0.2399 -2.3949  C4 1.092
14 H 2.4454 -2.1715 -2.1918  O6 0.963
15 H 2.8156 -1.6448 1.1192  C7 1.083
16 H 2.2962 0.4509 2.2885  C8 1.095
17 C -2.8602 0.3084 0.9890  C18 1.563, H20 1.090, H21 1.094, H22 1.098
18 C -3.5157 0.1417 -0.4197  C17 1.563, C19 1.527, H23 1.096, H24 1.080
19 C -3.6192 -1.3328 -0.8031  C18 1.527, H25 1.113, H26 1.090, H27 1.089
20 H -3.4263 0.3921 1.9170  C17 1.090
21 H -2.2896 1.2330 0.8648  C17 1.094
22 H -2.2157 -0.5502 1.2169  C17 1.098
23 H -4.5727 0.4327 -0.4104  C18 1.096
24 H -2.8758 0.6730 -1.1089  C18 1.080
25 H -4.3851 -1.4447 -1.6024  C19 1.113
26 H -2.7073 -1.7985 -1.1774  C19 1.090
27 H -4.1506 -1.9393 -0.0718  C19 1.089

Mulliken atomic charge list, values in e, 2 entries: -1.56, 0.83